# 1
Below is a structure of composition C35H19ClF2IrN8O2 at a distorted geometry, with properties calculated with ωB97M-V with the def2-TZVPD basis set.

Last column: Löwdin charge in e.
CARTESIAN COORDINATES (ANGSTROEM)
C 0.89 5.64 0.05  -0.0079
C -2.04 2.77 5.51  -0.0943
H 0.18 -7.31 1.23  0.0905
H 1.77 4.41 -3.56  0.1136
C 1.62 -2.49 -5.57  -0.0911
C 0.97 4.30 -0.26  -0.0915
C 1.18 6.54 -0.96  -0.0862
C -0.95 2.00 3.55  -0.1058
H 1.71 6.85 -3.01  0.0969
N -0.03 0.70 1.92  0.0012
C 1.23 -1.79 -3.34  -0.0996
C -0.11 -4.52 3.16  -0.0295
H -2.57 1.26 6.93  0.0944
H 1.15 7.61 -0.76  0.0966
H -2.44 3.56 6.12  0.0936
N 1.04 -1.75 1.06  -0.0129
C 0.23 -6.26 1.49  -0.1044
H -1.37 4.08 3.93  0.1084
H 1.78 -3.27 -6.30  0.0951
C 5.22 -0.57 -1.32  -0.4976
H -1.65 -0.63 5.59  0.1092
H 1.46 0.92 -5.40  0.1095
Ir 1.40 0.13 0.56  1.4301
N -0.11 -1.40 3.15  0.2090
C -0.26 1.96 2.27  -0.2821
N 1.22 1.69 -2.61  0.2119
H 0.63 5.96 1.05  0.1120
C 0.71 3.08 0.52  -0.2589
F 2.31 1.48 2.99  -0.0456
C 1.62 -1.16 -5.99  -0.0909
H 2.36 -0.51 2.94  0.0960
C 3.99 0.25 -0.92  -0.7002
C 1.08 -2.81 0.21  -0.2580
C 1.49 6.11 -2.25  -0.0844
N 1.18 -2.79 -1.14  0.2129
C 0.49 -2.17 2.23  -0.2863
C 0.36 -3.60 2.22  -0.1064
N 0.83 -0.42 -1.51  0.0511
C 0.75 -4.01 0.92  -0.1063
C -0.38 -0.14 3.01  -0.2675
C 1.54 4.76 -2.57  -0.0026
H 0.94 -5.65 -0.45  0.1057
C -1.02 0.69 4.01  -0.1012
C -2.11 1.45 5.97  -0.0939
F 3.87 0.33 1.98  -0.0330
C 1.43 -2.82 -4.24  -0.0159
H -0.50 -6.59 3.49  0.0906
H 1.78 -0.94 -7.04  0.0948
C 2.52 0.32 2.23  -0.4270
Cl 6.24 0.21 -2.54  0.5392
N 0.98 1.98 -0.23  0.0024
H -0.42 -4.20 4.14  0.1059
C 1.05 -1.75 -1.89  -0.2678
C 1.44 -0.12 -5.09  -0.0140
H 1.45 -3.85 -3.90  0.1095
C 1.05 0.35 -2.56  -0.2768
C -1.61 0.39 5.24  -0.0168
C 1.22 2.40 -1.52  -0.2658
H 4.92 -1.54 -1.70  0.0700
N 0.12 3.11 1.68  0.2079
O 3.09 -0.55 -0.43  -0.2084
C 1.23 -0.46 -3.77  -0.0986
C 1.28 3.86 -1.54  -0.0913
C 0.67 -5.35 0.55  -0.0287
O 3.97 1.46 -0.98  0.0319
C -1.45 3.06 4.29  -0.0157
C -0.15 -5.85 2.78  -0.1041
H 5.83 -0.72 -0.43  0.0792

Summary:
gap between HOMO and LUMO (alpha / beta): 5.05 / 5.05 eV
charge: -1

=====

# 2
Below is a cluster of 4 separate species, C24H41F10N3O7PS in total, with properties calculated with ωB97M-V with the def2-TZVPD basis set.

Last column: Löwdin charge in e.
CARTESIAN COORDINATES (ANGSTROEM)
H 0.54 0.86 4.75  0.0741
H -1.48 -1.58 -6.29  0.1241
N 3.56 2.49 -2.39  -0.1316
H 1.88 0.55 -2.33  0.0890
H 0.84 -2.54 -6.28  0.0768
H 0.24 -3.98 -7.11  0.0878
O -0.54 -1.81 -3.98  0.1449
H 0.64 -6.45 1.15  0.1240
F -5.50 4.41 5.54  0.1756
C -4.17 4.28 5.59  -0.5497
H 4.05 1.92 -3.08  0.0620
C 0.91 0.21 1.00  -0.2303
F -3.84 3.14 4.96  0.1548
F -3.79 4.20 6.85  0.1844
H -1.19 7.04 1.95  0.0852
H -3.61 6.41 1.85  0.1149
C -1.31 -2.64 -6.47  -0.1799
H 2.72 -0.01 -0.20  0.0903
C 2.15 -10.08 0.57  -0.5513
O -1.57 -3.37 -5.24  0.0482
F 3.33 -10.27 -0.02  0.1770
N 0.01 4.06 -2.17  0.0050
C -3.51 5.50 4.90  -0.3975
H -2.04 0.73 1.35  0.1027
C -0.11 0.18 4.22  -0.0912
H -1.14 -7.44 -1.15  0.0911
H -2.15 -0.66 2.42  0.1162
H 1.59 0.03 1.84  0.1122
C 3.22 2.64 1.19  -0.0063
C -0.98 0.93 3.20  -0.2595
H 0.23 -2.42 -7.93  0.0864
C 1.39 3.85 -0.26  -0.0593
C 1.72 -8.60 0.44  -0.4020
C 2.81 3.81 0.33  -0.3527
H -0.44 1.82 2.85  0.0847
F -2.83 -3.59 -2.66  0.1756
H -3.32 7.42 3.26  0.1304
H 3.57 4.05 -0.39  0.1141
C -1.03 4.27 -1.54  -0.7513
C 0.09 -2.91 -6.97  -0.0554
H -0.11 -1.56 1.66  0.1164
O 2.61 4.80 -2.93  -0.2465
H 0.45 -6.69 -1.34  0.0826
F 2.75 4.92 1.18  -0.0099
C 1.64 -0.15 -0.29  -0.1765
C 1.10 0.52 -1.58  -0.1645
F 2.26 -10.40 1.86  0.1694
H -0.97 -7.16 1.34  0.1270
H 3.64 1.81 0.62  0.0715
H 4.02 3.00 1.84  0.1045
H 0.52 -0.58 3.75  0.0601
C -0.09 -7.13 0.70  -0.1893
C -3.08 6.46 2.80  -0.1949
F -1.27 -5.02 -3.17  0.1760
O -2.99 6.38 5.50  0.1825
S -2.34 4.51 -0.79  0.9185
H -1.39 5.29 2.20  0.0523
H -1.85 1.32 3.73  0.0985
H -0.73 -0.31 4.97  0.0775
H 1.53 -1.22 -0.44  0.1183
O -3.64 5.39 3.58  0.0251
H -0.90 -5.74 -0.70  0.0614
C -1.13 -2.84 -4.13  -0.4057
H -1.07 6.34 3.58  0.0830
H -0.80 -0.85 0.21  0.1066
C -1.46 0.09 2.02  -0.2045
H 3.34 5.00 -2.33  0.0695
C -1.52 -3.74 -2.93  -0.5482
C -1.59 6.27 2.62  -0.0681
H -0.36 1.83 -2.33  0.1287
H 0.38 -0.18 -2.01  0.1055
H 2.41 2.31 1.83  0.0785
F -0.83 -3.37 -1.84  0.1510
H 0.70 3.49 0.51  0.1265
H 0.67 1.27 1.05  0.0621
O 2.48 -7.73 0.13  0.1660
H 3.46 1.97 -1.52  0.0219
H -2.06 -3.00 -7.16  0.1293
O 0.44 -8.48 0.74  0.0367
C -0.44 -6.73 -0.71  -0.0625
C 0.32 1.82 -1.48  -0.1431
N 1.00 3.18 -1.57  -0.2763
H 1.20 4.91 -0.42  0.1295
H -0.32 1.82 -0.60  0.1151
P 2.23 3.25 -3.07  0.9470
C -0.37 -0.61 1.19  -0.1933
F 1.25 -10.89 0.01  0.1711

Summary:
gap between HOMO and LUMO: 8.45 eV
charge: +1

=====

# 3
Below is a cluster of 13 separate species, C14H51O14 in total at a distorted geometry, with properties calculated with ωB97M-V with the def2-TZVPD basis set.

Last column: Löwdin charge in e.
CARTESIAN COORDINATES (ANGSTROEM)
H 23.53 3.82 -16.63  0.0691
H 21.60 2.76 -15.40  0.0709
H 24.76 9.37 -16.27  0.0769
C 24.31 4.58 -16.54  -0.1860
H 21.79 5.07 -21.67  0.0725
O 24.50 11.37 -15.89  -0.1279
H 17.55 10.26 -13.15  0.0925
H 19.87 9.28 -14.29  0.0552
H 22.04 9.03 -20.37  0.0691
O 20.96 4.48 -19.89  -0.1387
H 25.18 10.36 -17.59  0.0752
H 21.19 4.95 -15.73  0.0230
H 20.21 5.75 -21.33  0.0685
H 19.95 10.98 -13.61  0.0812
H 21.29 10.55 -20.90  0.0742
O 20.01 9.00 -20.51  -0.1407
O 18.37 9.82 -12.91  -0.1194
H 22.88 5.78 -17.14  0.0295
C 17.37 4.75 -20.15  -0.1653
H 18.31 13.28 -18.78  0.0667
H 21.58 6.39 -20.42  0.0725
H 23.46 10.17 -17.22  0.0621
C 24.45 10.29 -16.78  -0.1823
H 24.01 11.07 -15.11  0.0207
H 20.14 9.05 -16.70  0.0718
C 21.20 9.72 -20.20  -0.1641
O 22.80 10.42 -13.93  -0.1270
H 17.55 11.37 -17.87  0.0698
H 22.22 3.11 -13.76  0.0729
H 18.20 4.09 -20.41  0.0699
H 23.69 8.85 -12.93  0.0812
C 18.46 3.51 -16.94  -0.1383
H 24.58 4.69 -15.49  0.0737
H 18.88 5.42 -17.00  0.0228
H 17.98 8.31 -18.08  0.0318
O 17.26 8.78 -17.64  -0.1371
C 20.38 7.04 -17.56  -0.6571
O 18.78 13.04 -17.98  -0.1213
H 20.96 7.87 -15.75  0.0633
H 25.16 4.21 -17.13  0.0735
H 16.52 4.62 -20.83  0.0739
H 23.00 8.33 -14.40  0.0830
O 23.84 5.72 -17.18  -0.1220
H 20.89 5.00 -19.08  0.0177
C 21.17 5.49 -20.88  -0.1442
H 16.01 8.47 -15.98  0.0702
C 16.70 7.95 -16.64  -0.1440
H 18.94 11.34 -16.84  0.0538
H 18.43 6.31 -19.71  0.0214
H 16.13 7.14 -17.10  0.0765
H 17.59 2.86 -16.99  0.0776
H 20.48 3.23 -14.08  0.0639
H 22.51 10.93 -13.17  0.0921
H 18.79 8.17 -12.32  0.0101
C 21.48 3.38 -14.51  -0.1413
O 19.51 7.27 -18.43  -0.0587
O 18.79 7.23 -12.10  -0.1315
O 21.61 4.77 -14.87  -0.1543
H 19.00 6.93 -14.15  0.0649
C 20.85 8.22 -16.78  0.0293
C 19.44 6.60 -13.20  -0.1598
H 19.05 10.98 -18.59  0.0651
H 18.93 3.48 -17.93  0.0694
O 18.17 4.88 -16.63  -0.1366
H 20.52 6.73 -13.23  0.0578
O 17.74 6.10 -20.35  -0.1317
H 19.73 8.39 -19.81  0.0192
C 18.61 11.63 -17.83  -0.1569
C 22.85 9.05 -13.59  -0.1302
O 20.84 5.91 -17.29  -0.0525
H 18.74 10.53 -14.75  0.0737
H 17.50 7.52 -16.03  0.0566
H 21.96 8.79 -13.00  0.0704
H 21.22 10.10 -19.18  0.0568
H 17.03 4.58 -19.13  0.0630
C 19.32 10.14 -13.91  -0.1163
H 21.82 8.53 -17.16  0.0782
H 19.30 5.52 -13.09  0.0741
H 19.19 3.18 -16.21  0.0560

Summary:
gap between HOMO and LUMO: 9.18 eV
charge: -1

=====

# 4
Below is a structure of composition C3H11NP at a distorted geometry, with properties calculated with ωB97M-V with the def2-TZVPD basis set.

Last column: Löwdin charge in e.
CARTESIAN COORDINATES (ANGSTROEM)
H -1.28 -1.79 -0.14  -0.0348
P -1.11 -0.57 -0.79  0.9039
H -2.07 0.26 1.33  0.0346
C -2.27 0.40 0.27  -0.3464
H -3.28 0.06 0.05  0.0400
N 0.94 1.20 -0.26  0.1316
H 1.84 1.44 0.17  0.1721
H 1.30 -2.17 0.00  0.0867
H 1.88 -1.09 -1.25  0.0895
H 1.05 1.27 -1.28  0.1650
H 0.35 -0.06 1.52  0.2332
C 1.62 -1.15 -0.19  -0.1314
H 2.51 -0.96 0.41  0.0883
H 0.24 1.90 0.04  0.1570
H -2.23 1.46 0.01  0.0283
C 0.51 -0.19 0.12  -0.6174

Summary:
gap between HOMO and LUMO: 10.00 eV
charge: +1

=====

Energy relative to the best compared isomer or geometry (same formula, charge and spin), respectively: 9.96; 0.00; 8.28; 64.83 kcal per mole.
DFT total energy, respectively: -73421.49419; -91648.50399; -44008.63339; -14060.43473 eV.